[1]
23
Properties=species:S:1:pos:R:3:lowdin_charge:R:1 method="wB97M-V/def2-TZVPD" charge=+1 homo_ev=-13.74 homo_lumo_gap_ha=0.2904 lumo_energy_ev=-5.833 spin_multiplicity=1
Br -3.48573 -1.94507 -0.68691 0.63
N -0.52215 -1.67023 0.83723 0.20
C 1.83488 2.61993 -0.63762 -0.02
C -0.40127 0.98218 -0.37928 -0.25
C 0.27582 1.13398 -1.59080 -0.02
C -1.57304 0.20817 -0.36044 -0.08
C 0.70350 -3.38784 2.27341 -0.02
C 1.38709 1.87966 -1.74982 -0.03
C 0.00721 -2.51746 1.38143 -0.19
C 0.10805 1.66880 0.74019 0.03
C 1.15300 2.52605 0.53053 -0.08
C -2.19962 -0.52552 -1.44171 -0.49
H 0.34992 -4.29019 2.59478 0.06
H 1.67152 -3.63963 1.70666 0.14
H -0.19216 0.67315 -2.45538 0.12
H -2.84661 0.04661 -2.01792 0.05
H 1.79000 1.98367 -2.77708 0.14
H 0.94277 -2.79428 3.10884 0.08
H 1.86040 2.87071 1.27699 0.13
H -2.17167 0.33953 0.59160 0.14
H -0.28936 1.55414 1.81566 0.17
H 2.83617 3.15797 -0.66381 0.15
H -1.23870 -0.87433 -2.09654 0.15

[2]
19
Properties=species:S:1:pos:R:3:lowdin_charge:R:1 method="wB97M-V/def2-TZVPD" homo_ev="-8.68 / -8.13" homo_lumo_gap_ha="0.2552 / 0.2291" lumo_energy_ev="-1.741 / -1.901" spin_multiplicity=1
P -2.54343 -0.31778 -0.21572 0.77
O -3.50801 -1.05551 0.60014 -0.40
O 1.16018 2.07469 0.95121 0.07
N -0.99637 -0.26114 0.75862 -0.07
C 2.53965 0.65854 -0.24371 -0.01
C 0.34548 -0.21295 0.55027 -0.21
C 3.03837 -0.59159 -0.33897 -0.08
C 2.27212 -1.68289 0.13787 -0.07
C 1.27578 0.97056 0.42173 -0.35
C 0.99521 -1.47815 0.56142 -0.05
C -3.01427 1.47890 -0.34544 -0.21
H -1.20455 -1.13002 1.26392 0.07
H 2.68251 -2.67963 0.11161 0.11
H 3.11322 1.52042 -0.54854 0.12
H 0.38961 -2.33769 0.82637 0.11
H -3.75403 1.67330 0.42908 0.04
H -3.44210 1.68369 -1.32371 0.03
H 4.01471 -0.77504 -0.76110 0.11
H -2.12239 2.08186 -0.20530 0.03

[3]
10
Properties=species:S:1:pos:R:3:lowdin_charge:R:1 method="wB97M-V/def2-TZVPD" homo_ev=-8.45 homo_lumo_gap_ha=0.3498 lumo_energy_ev=1.073 spin_multiplicity=1
N 1.00921 0.95090 -0.02809 -0.06
N 1.58362 -0.28721 0.00529 -0.02
C -0.28740 0.95197 0.03168 -0.25
C -1.15408 -0.25962 -0.00917 -0.12
H -0.69520 1.95042 0.05891 0.09
H -2.19855 -0.00499 -0.21735 0.07
H -0.81224 -0.94784 -0.81548 0.08
H 2.57729 -0.33619 -0.04095 0.07
H -1.10432 -0.85822 0.89991 0.07
H 1.08167 -1.15922 0.11525 0.07